(1)
The following is a DFT calculation (ωB97M-V/def2-TZVPD) of the molecule CH4N4O at a distorted geometry.

The geometry in XYZ format:
```
10
Properties=species:S:1:pos:R:3:forces:R:3
H 1.21319 2.26926 0.06655 -1.126 0.637 -0.386
N 1.38409 1.29609 -0.00127 -0.838 -3.469 -1.207
C 0.50755 0.32384 -0.11409 0.928 1.745 3.361
N 0.81980 -0.94469 0.19460 0.016 -6.938 0.460
N -0.89815 0.43932 0.19712 -2.416 6.556 -0.912
N -2.00255 -0.29169 -0.21683 3.114 -0.404 -0.315
O -1.58944 -1.31835 -0.68137 -2.191 -1.282 -0.593
H 1.72194 -1.45726 0.02954 -1.048 1.873 0.119
H 0.03825 -1.82966 0.43929 2.773 4.370 -1.419
H -1.19468 1.51314 0.08647 0.788 -3.088 0.892
```
Positions in Å, forces in eV/Å.

Properties
Energy relative to the best compared isomer or geometry (same formula, charge and spin) = 271.55 kJ/mol
Orbital gap = 9.070 eV
SMILES = [H]/N=C(/N)NN=O
E_HOMO = -9.12 eV
Net charge = 0
LUMO energy = -0.1 eV

Atom charges from the natural (NBO) analysis, given in e for atoms 1 to 2: 0.37 -0.75



(2)
The following is a DFT calculation (ωB97M-V/def2-TZVPD) of a cluster of 2 separate species, C3H9PS in total at a distorted geometry.

The geometry in XYZ format:
```
14
Properties=species:S:1:pos:R:3:forces:R:3
C 1.09663 0.13137 -1.26584 1.099 1.296 -0.175
C -1.08291 0.31461 1.72882 3.172 1.909 1.562
C 0.33491 -1.03871 -0.92947 -1.602 -1.918 2.115
P -1.26751 1.96407 1.17467 0.353 0.932 1.442
S 0.71262 -2.66993 -0.31247 1.039 1.117 -0.219
H 0.76383 1.08045 -0.62111 1.337 -2.122 -1.165
H 0.68812 0.37133 -2.28217 1.045 0.266 0.375
H 2.21209 -0.15786 -1.25194 -1.563 1.213 -0.249
H -1.74424 -0.36153 1.39411 -2.072 -2.647 -0.652
H -0.24754 0.07784 2.41827 -0.846 -0.137 -0.609
H -0.67811 -0.83757 -0.59648 -0.251 -0.107 -0.471
H -2.32972 1.70577 0.39793 -1.694 -0.095 -0.923
H -0.48642 1.97367 0.04161 0.831 0.199 -0.627
H 2.02826 -2.55351 0.10406 -0.846 0.094 -0.403
```
Positions in Å, forces in eV/Å.

Properties
Energy relative to the best compared isomer or geometry (same formula, charge and spin) = 498.01 kJ/mol
Orbital gap (alpha / beta) = 8.757 / 6.836 eV
E_HOMO (alpha / beta) = -8.34 / -7.23 eV
Net charge = 0
LUMO energy (alpha / beta) = 0.4 / -0.4 eV

Atom charges from the natural (NBO) analysis, given in e for atoms 1 to 2: -0.69 -0.63



(3)
The following is a DFT calculation (ωB97M-V/def2-TZVPD) of a cluster of 2 separate species, C3H7NO3 in total at a distorted geometry.

The geometry in XYZ format:
```
14
Properties=species:S:1:pos:R:3:forces:R:3
H 1.45611 1.98091 -0.07123 -0.644 -0.360 -0.189
N 1.61581 1.04398 -0.44745 0.718 -2.645 2.813
C 1.39873 0.11739 0.47145 4.760 3.195 -1.681
O 1.92372 -1.11644 0.25799 -1.480 -0.548 0.094
H 1.27614 0.34594 1.53355 -0.542 -0.266 -0.157
H 1.69944 -1.37523 -0.65044 0.331 0.060 0.087
C -1.63226 -0.28668 0.69084 0.939 -0.379 1.059
C -0.70928 0.17845 -0.39060 -4.292 4.984 -4.661
O -0.71486 1.40332 -0.79486 -0.752 -4.420 1.974
O -0.51914 -0.79623 -1.32964 0.940 0.316 0.619
H -1.49443 0.33112 1.57846 -0.138 -0.056 -0.044
H -1.45351 -1.33571 0.93468 -0.071 0.086 0.051
H -2.65900 -0.17200 0.33043 0.307 0.076 -0.129
H -0.18748 -0.31881 -2.11317 -0.077 -0.041 0.166
```
Positions in Å, forces in eV/Å.

Properties
Energy relative to the best compared isomer or geometry (same formula, charge and spin) = 324.83 kJ/mol
Orbital gap (alpha / beta) = 9.146 / 9.145 eV
SMILES = [H]/N=C/O.CC(=O)O
E_HOMO (alpha / beta) = -9.41 / -9.41 eV
Net charge = 0
LUMO energy (alpha / beta) = -0.3 / -0.3 eV

Atom charges from the natural (NBO) analysis, given in e for atoms 1 to 2: 0.36 -0.59



(4)
The following is a DFT calculation (ωB97M-V/def2-TZVPD) of a structure of composition C16H32AsGaN2S5Si3 at a distorted geometry.

The geometry in XYZ format:
```
60
Properties=species:S:1:pos:R:3:forces:R:3
Ga 0.83268 -1.13994 -0.14657 0.160 -0.444 0.292
S 0.19368 -4.36474 2.86663 -0.181 -0.271 0.180
C 0.31918 -3.11784 1.80833 -0.047 -0.268 0.319
S 0.90598 -1.56274 2.30563 -0.225 0.420 -0.517
S -0.05552 -3.29594 0.11493 0.178 0.748 -0.072
S 3.36398 -1.17604 -0.24827 -0.282 0.575 -0.028
C 3.39838 -2.82654 0.19683 0.198 -0.266 0.025
N 3.34348 -3.13024 1.51593 0.133 -0.194 -0.174
C 3.29098 -4.38824 1.98493 -0.018 -0.309 0.008
C 3.35528 -5.44394 1.11733 0.057 0.048 -0.267
C 3.46248 -5.18464 -0.25687 -0.051 0.076 0.377
C 3.48388 -3.88924 -0.71587 0.010 0.140 0.183
H 3.18078 -2.34954 2.15633 0.024 -0.179 -0.186
H 3.16348 -4.51144 3.04863 0.061 0.108 0.026
H 3.29628 -6.45304 1.48903 -0.003 -0.043 0.078
H 3.49758 -6.00664 -0.95507 0.024 -0.064 -0.077
H 3.53148 -3.65964 -1.77067 -0.018 0.059 0.019
C -3.41122 2.40146 1.59323 0.599 -0.604 -0.224
Si -2.24432 0.88396 1.67723 -0.575 -0.051 0.506
C -3.19272 -0.74124 1.34793 0.568 0.555 0.025
C -1.40712 0.92856 3.39393 -0.012 -0.112 -0.807
As -0.63102 0.92886 -0.12367 0.057 -0.025 0.243
Si -1.74832 1.00166 -2.24487 -0.612 0.165 -0.711
C -3.21002 2.23356 -2.11257 0.617 -0.525 0.172
C -2.41822 -0.75614 -2.55627 0.481 0.506 0.307
C -0.62192 1.65416 -3.64157 -0.139 -0.329 0.718
Si 0.87808 2.73536 0.21033 0.339 0.688 0.155
C 1.99458 2.17896 1.65313 -0.503 -0.044 -0.575
C -0.14182 4.30356 0.62743 0.348 -0.750 -0.173
C 1.91218 3.01486 -1.36687 -0.489 -0.325 0.534
H -4.15512 2.34296 2.38143 -0.102 -0.129 0.219
H -3.93612 2.46356 0.64673 -0.083 -0.010 -0.174
H -2.85992 3.32666 1.72913 0.137 0.148 0.031
H -3.83792 -1.02964 2.17193 -0.085 0.088 0.226
H -2.48492 -1.55454 1.18363 0.079 -0.065 0.001
H -3.80982 -0.65824 0.45573 -0.060 0.084 -0.116
H -2.15222 0.85806 4.18103 -0.293 0.013 0.025
H -0.85852 1.85516 3.54563 0.039 0.190 -0.044
H -0.71252 0.10326 3.52353 0.011 -0.065 -0.028
H -4.03542 1.81846 -1.54457 -0.144 -0.107 0.153
H -3.58622 2.47446 -3.10017 -0.016 -0.001 -0.312
H -2.90502 3.16246 -1.63917 0.067 0.163 0.077
H -3.15352 -1.04234 -1.80717 -0.081 0.065 0.115
H -1.60482 -1.47794 -2.50647 0.057 -0.037 -0.032
H -2.88512 -0.84784 -3.53277 -0.052 0.148 -0.195
H -0.54382 2.73776 -3.61637 -0.035 0.165 0.124
H -1.03742 1.38626 -4.60817 -0.207 -0.144 -0.130
H 0.37798 1.23496 -3.59097 0.131 -0.087 0.019
H 1.41298 1.92236 2.53633 -0.116 -0.006 0.074
H 2.72748 2.92786 1.93813 0.064 0.235 -0.060
H 2.53808 1.28166 1.35283 0.060 -0.074 -0.020
H -0.54092 4.26236 1.63613 -0.072 -0.080 0.194
H -0.97862 4.41196 -0.05837 -0.099 -0.007 -0.124
H 0.46548 5.19856 0.55253 0.229 0.167 -0.039
H 2.31178 2.06976 -1.72867 0.048 -0.144 -0.061
H 2.75248 3.67436 -1.17327 0.130 0.139 0.192
H 1.32568 3.45816 -2.16567 -0.159 0.032 -0.092
S 1.65678 -2.08654 -4.52137 0.424 -0.603 -1.293
C 1.25958 -1.51464 -3.12147 -0.655 0.982 1.849
N 0.92728 -1.02644 -2.08857 0.087 -0.344 -0.932
```
Positions in Å, forces in eV/Å.

Properties
Energy relative to the best compared isomer or geometry (same formula, charge and spin) = 60.82 kJ/mol
Orbital gap = 7.259 eV
E_HOMO = -7.56 eV
Net charge = 0
LUMO energy = -0.3 eV

Atom charges from the natural (NBO) analysis, given in e for atoms 1 to 2: 1.03 -0.11



(5)
The following is a DFT calculation (ωB97M-V/def2-TZVPD) of a cluster of 2 separate species, C3H5ClO2 in total at a distorted geometry.

The geometry in XYZ format:
```
11
Properties=species:S:1:pos:R:3:forces:R:3
C -0.13213 -0.12648 0.12698 0.978 -0.644 3.886
C -1.32401 0.90103 -0.09161 3.509 -0.273 1.400
C 2.18102 -0.50771 -0.00579 -4.700 1.069 -1.453
O -0.54174 -1.34950 -0.36356 0.370 0.461 0.336
O 2.47177 -1.34946 -0.73489 0.917 -1.679 -0.933
Cl 3.11727 0.46008 0.94417 1.470 1.346 1.629
H 0.13080 -0.12533 1.32157 -0.826 -0.332 -2.886
H -1.85715 0.48652 -0.89618 -1.141 0.255 -1.157
H -0.86708 1.86944 -0.28936 -0.641 0.212 -0.104
H -1.85204 0.87019 0.87059 -0.174 0.250 -0.565
H -1.32672 -1.12876 -0.88191 0.239 -0.664 -0.153
```
Positions in Å, forces in eV/Å.

Properties
Energy relative to the best compared isomer or geometry (same formula, charge and spin) = 422.66 kJ/mol
Orbital gap (alpha / beta) = 8.164 / 8.056 eV
E_HOMO (alpha / beta) = -7.92 / -7.93 eV
Net charge = 0
LUMO energy (alpha / beta) = 0.2 / 0.1 eV

Atom charges from the natural (NBO) analysis, given in e for atoms 1 to 2: 0.10 -0.66



(6)
The following is a DFT calculation (ωB97M-V/def2-TZVPD) of the molecule C3HF2NS at a distorted geometry.

The geometry in XYZ format:
```
8
Properties=species:S:1:pos:R:3:forces:R:3
N 1.41882 -1.89654 -0.11273 0.456 -0.682 0.138
C 0.96770 -0.91318 -0.48668 0.178 -0.072 -0.232
C 0.28016 0.27328 -0.77002 -0.957 0.893 0.351
F 0.51351 0.92555 -1.91891 0.000 -0.148 0.172
C -0.63252 0.71318 0.12129 0.320 0.085 -0.534
F -1.33748 1.81121 -0.14750 0.182 -0.181 0.008
S -1.05573 0.03242 1.66492 -0.371 0.260 0.178
H -0.15446 -0.94591 1.64962 0.192 -0.156 -0.081
```
Positions in Å, forces in eV/Å.

Properties
Energy relative to the best compared isomer or geometry (same formula, charge and spin) = 30.22 kJ/mol
Orbital gap = 9.916 eV
SMILES = N#C/C(F)=C(/F)S
E_HOMO = -9.59 eV
Net charge = 0
LUMO energy = 0.3 eV

Atom charges from the natural (NBO) analysis, given in e for atoms 1 to 2: -0.28 0.20



(7)
The following is a DFT calculation (ωB97M-V/def2-TZVPD) of the molecule C20H25N5O3S2 at a distorted geometry.

The geometry in XYZ format:
```
55
Properties=species:S:1:pos:R:3:forces:R:3
C -0.84944 5.52004 1.64987 -0.060 0.207 0.104
O -0.42561 4.33196 1.03044 -0.096 -0.405 -0.358
C -0.96924 3.98868 -0.18284 0.069 0.098 0.070
C -1.85945 4.79593 -0.86957 0.077 0.101 0.158
C -2.42310 4.38236 -2.06778 -0.038 -0.076 -0.096
C -2.09464 3.14671 -2.58103 -0.130 0.117 -0.066
C -1.18676 2.34022 -1.91499 0.081 -0.004 0.084
C -0.59207 2.73289 -0.71821 -0.072 0.107 0.041
N 0.27354 1.90635 -0.00185 -0.218 -0.067 0.317
C 0.39440 0.51107 -0.34213 0.106 -0.247 -0.266
C 1.47677 0.23058 -1.40453 -0.416 -0.258 -0.064
N 2.73354 0.79735 -0.96896 -0.163 0.270 -0.021
C 3.93269 0.20510 -0.80710 0.013 -0.233 -0.167
O 4.90059 0.80986 -0.38228 0.389 -0.062 0.074
C 4.09666 -1.26177 -1.19322 -0.008 -0.107 0.394
S 4.46250 -2.25531 0.29432 0.527 0.135 -0.220
C 2.86843 -2.69279 0.78133 -0.235 -0.308 0.372
N 1.78262 -2.42655 0.14016 1.411 0.414 -0.557
N 0.67991 -2.89002 0.71761 -1.474 -0.493 0.619
C 0.88596 -3.53106 1.81299 1.204 0.259 -0.197
N -0.04447 -4.11208 2.61210 0.102 -0.480 0.780
C -1.42853 -4.17923 2.47508 -0.042 0.220 -0.190
O -2.05662 -4.74173 3.33750 -0.125 -0.108 0.124
C -2.00228 -3.56810 1.23698 -0.248 0.123 0.185
C -3.52660 -3.69099 1.08733 -0.208 0.052 0.242
C -3.33732 -4.33597 -0.29321 -0.200 -0.111 -0.171
C -1.82452 -4.41794 -0.04426 0.240 -0.026 -0.249
S 2.60667 -3.61449 2.26041 -0.615 0.359 -0.659
C 2.61427 2.21106 -0.65170 0.118 0.275 0.398
C 1.55497 2.41724 0.43631 0.420 0.257 -0.238
H -1.93082 5.52389 1.81924 0.037 0.005 -0.024
H -0.33567 5.54612 2.61002 -0.061 0.052 -0.054
H -0.56851 6.40463 1.06813 -0.037 -0.045 0.017
H -2.14100 5.75653 -0.46877 0.006 0.075 0.086
H -3.11931 5.02742 -2.58099 -0.062 0.056 -0.045
H -2.53186 2.80395 -3.50670 -0.035 -0.029 -0.078
H -0.94368 1.38351 -2.34872 0.086 -0.086 0.007
H -0.56550 0.11715 -0.67387 -0.005 -0.026 0.026
H 0.67858 -0.02354 0.57076 -0.019 -0.034 -0.079
H 1.54373 -0.84621 -1.53199 0.036 0.143 -0.037
H 1.20102 0.69852 -2.35730 -0.013 -0.045 0.033
H 5.00461 -1.33930 -1.79246 -0.099 0.042 0.029
H 3.26080 -1.72321 -1.70653 0.041 0.018 -0.077
H 0.30556 -4.56556 3.44872 -0.228 0.061 -0.141
H -1.61565 -2.55713 1.11501 -0.024 -0.062 -0.014
H -4.07364 -2.75181 1.10377 -0.030 0.030 0.054
H -3.94922 -4.36483 1.82945 -0.025 0.016 0.010
H -3.83843 -5.29014 -0.43659 -0.057 -0.007 -0.062
H -3.59799 -3.67330 -1.11525 -0.008 0.001 -0.061
H -1.18562 -3.96863 -0.79889 0.057 -0.045 0.012
H -1.47596 -5.42768 0.16310 0.058 -0.077 -0.001
H 3.58991 2.56483 -0.31745 -0.145 -0.001 -0.091
H 2.31816 2.75227 -1.55840 0.014 0.003 0.034
H 1.47580 3.47282 0.67964 0.059 -0.109 0.018
H 1.85183 1.87027 1.33726 0.042 0.053 -0.006
```
Positions in Å, forces in eV/Å.

Properties
Energy relative to the best compared isomer or geometry (same formula, charge and spin) = 125.71 kJ/mol
Orbital gap = 7.912 eV
SMILES = COc1ccccc1N1CCN(C(=O)CSc2nnc(NC(=O)C3CCC3)s2)CC1
E_HOMO = -7.57 eV
Net charge = 0
LUMO energy = 0.3 eV

Atom charges from the natural (NBO) analysis, given in e for atoms 1 to 2: -0.25 -0.51



(8)
The following is a DFT calculation (ωB97M-V/def2-TZVPD) of a cluster of 2 separate species, C9H14 in total at a distorted geometry.

The geometry in XYZ format:
```
23
Properties=species:S:1:pos:R:3:forces:R:3
C 1.93394 -2.96290 0.09273 0.872 -1.706 0.223
C 1.77578 -1.52255 0.26739 -0.992 1.827 -0.023
C 0.54364 -0.98014 0.66273 -0.793 0.310 -0.957
C 0.19485 0.41104 0.58580 2.759 -2.205 0.668
C 1.24607 1.24969 0.22664 0.723 1.107 -0.674
C 2.49457 0.74796 -0.14596 0.542 -1.353 -0.740
C 2.76357 -0.61849 -0.14315 -1.234 0.637 0.774
H 2.16644 -3.17036 -0.98270 0.879 -0.262 1.235
H 1.11258 -3.60386 0.26510 -2.236 0.176 -0.179
H 2.44846 -3.45406 0.96246 1.283 0.572 -1.352
H -0.25137 -1.72755 0.81133 0.249 0.547 0.342
H -0.74815 0.66858 0.98624 -0.508 0.641 -0.152
H 1.26747 2.33547 0.10268 -1.071 -0.178 0.381
H 3.31473 1.29943 -0.64135 -0.846 0.497 0.778
H 3.73322 -0.89460 -0.46018 0.775 -0.743 -0.356
C -2.95045 1.81837 0.34840 -1.599 -1.153 1.440
C -2.96173 1.25011 -1.06349 -2.108 0.236 -0.269
H -4.00483 1.84566 0.75820 1.028 -0.158 -0.395
H -2.36887 1.19267 1.05402 -0.724 -0.107 -0.522
H -2.56116 2.76462 0.60135 0.568 1.549 -0.696
H -2.00044 1.30730 -1.54792 0.409 -0.833 0.000
H -3.64606 1.78520 -1.78918 0.590 -0.083 1.046
H -3.50225 0.25839 -0.95116 1.433 0.682 -0.572
```
Positions in Å, forces in eV/Å.

Properties
Energy relative to the best compared isomer or geometry (same formula, charge and spin) = 160.32 kJ/mol
Orbital gap = 9.990 eV
SMILES = Cc1ccccc1.CC
E_HOMO = -9.00 eV
Net charge = 0
LUMO energy = 1.0 eV

Atom charges from the natural (NBO) analysis, given in e for atoms 1 to 2: -0.66 -0.04